Entry 1:
C3H3ClS2 in the gas phase at a distorted geometry, computed with the ωB97M-V functional and the def2-TZVPD basis.

## Properties
**E_LUMO**: -0.0561 Ha
**2S+1**: 1
**Kohn-Sham gap**: 7.44 eV
**Energy above the lowest of the compared OMol25 structures with the same formula, charge and spin**: 1.4800 eV
**SMILES**: C=C(Cl)C(=S)S

Each line ends with the natural charge from an NBO analysis.
Atoms and positions in Å:
C  -1.3812  0.1110  0.7633  -0.293
C  -0.1508  -0.1878  0.1625  -0.109
Cl  0.6602  -1.6326  0.7946  -0.013
C  0.5637  0.3581  -0.8821  -0.366
S  -0.1614  1.5465  -1.7271  0.060
S  2.3028  0.1266  -0.9234  0.128
H  -2.0148  -0.4764  1.4248  0.229
H  -2.0529  0.7908  0.2041  0.227
H  2.2343  -0.6361  0.1832  0.136

***

Entry 2:
C4H6BrCl4FN2O3S as an isolated structure at a distorted geometry, computed with the ωB97M-V functional and the def2-TZVPD basis.

## Properties
**E_LUMO**: -0.0328 Ha
**2S+1**: 1
**Kohn-Sham gap**: 9.22 eV
**Energy above the lowest of the compared OMol25 structures with the same formula, charge and spin**: 0.0000 eV

Each line ends with the natural charge from an NBO analysis.
Atoms and positions in Å:
N  3.3989  -1.0004  -0.0788  -0.894
C  3.7823  0.3729  -0.0688  0.696
O  4.9556  0.6723  0.0120  -0.510
C  2.7750  1.5223  -0.1867  -0.543
C  1.3367  1.2151  -0.5831  -0.251
N  0.7360  0.0959  0.1755  -0.741
Br  0.6083  0.5145  2.0067  0.240
S  -0.7595  -0.3178  -0.5073  2.524
O  -1.2544  0.7410  -1.3081  -0.907
O  -0.6313  -1.5896  -1.1063  -0.887
F  -1.6930  -0.4601  0.6957  -0.453
H  2.6681  -1.2046  0.5828  0.385
H  3.1439  -1.3126  -1.0035  0.388
H  3.1732  2.1527  -0.9693  0.258
H  2.8234  2.1140  0.7163  0.248
H  1.2496  1.0632  -1.6466  0.236
H  0.7502  2.1054  -0.3770  0.212
C  -5.4124  -1.3368  0.7284  -0.229
Cl  -7.0573  -1.9094  0.4345  0.058
Cl  -4.3003  -2.7085  0.7090  0.058
Cl  -4.9537  -0.1880  -0.5305  0.060
Cl  -5.3389  -0.5415  2.3053  0.053

***

Entry 3:
C18H25N in the gas phase at a distorted geometry, computed with the ωB97M-V functional and the def2-TZVPD basis.

## Properties
**E_LUMO**: 0.0312 Ha
**2S+1**: 1
**Kohn-Sham gap**: 9.52 eV
**Energy above the lowest of the compared OMol25 structures with the same formula, charge and spin**: 3.0614 eV
**SMILES**: C/C=C/CC(C/C=C/C)(C/C=C/C)c1ccncc1

Each line ends with the natural charge from an NBO analysis.
Atoms and positions in Å:
C  -4.3605  1.1839  -1.9695  -0.659
C  -3.1769  1.6499  -1.2352  -0.170
C  -2.9099  1.1875  0.0728  -0.199
C  -1.5811  1.6273  0.7086  -0.426
C  -0.3197  0.6690  0.4854  -0.049
C  0.8892  1.2114  1.4760  -0.422
C  1.9962  0.2553  1.7936  -0.221
C  3.3315  0.6552  1.7673  -0.166
C  4.5752  -0.2516  2.1274  -0.640
C  0.0533  0.8752  -1.0161  -0.454
C  1.2685  0.1671  -1.4238  -0.200
C  1.3302  -0.3924  -2.6983  -0.182
C  2.5612  -1.1064  -3.1209  -0.645
C  -0.7079  -0.7117  0.7699  0.022
C  -1.0646  -0.9982  2.0776  -0.259
C  -1.5928  -2.1880  2.4902  0.037
N  -1.8225  -3.1399  1.5927  -0.428
C  -1.5671  -2.8658  0.3069  0.037
C  -0.9551  -1.7319  -0.1923  -0.251
H  -4.1020  1.0734  -3.0327  0.214
H  -5.2931  1.8011  -1.8128  0.222
H  -4.5501  0.2012  -1.6706  0.217
H  -2.4644  2.3604  -1.6847  0.200
H  -3.5371  0.5553  0.6961  0.210
H  -1.9534  1.7523  1.7160  0.211
H  -1.2474  2.6645  0.4776  0.214
H  0.4318  1.3918  2.4398  0.217
H  1.3396  2.1427  1.0956  0.226
H  1.9966  -0.8202  1.9135  0.215
H  3.5623  1.7196  1.6224  0.179
H  4.3398  -1.3186  1.9218  0.207
H  4.8395  -0.1752  3.1375  0.215
H  5.4299  -0.0502  1.5295  0.213
H  -0.7338  0.5287  -1.7208  0.225
H  0.2841  1.9656  -1.3469  0.229
H  2.1698  0.0139  -0.8344  0.216
H  0.4230  -0.5104  -3.2485  0.184
H  3.4583  -0.7958  -2.5891  0.214
H  2.3401  -2.1778  -3.0096  0.217
H  2.7552  -0.8305  -4.1658  0.211
H  -0.8474  -0.2253  2.8162  0.205
H  -1.8699  -2.1761  3.5570  0.198
H  -1.7705  -3.6159  -0.5360  0.188
H  -0.9481  -1.5702  -1.2834  0.228

***

Entry 4:
C5H11NO in the gas phase at a distorted geometry, computed with the ωB97M-V functional and the def2-TZVPD basis.

## Properties
**E_LUMO**: 0.0280 Ha
**2S+1**: 1
**Kohn-Sham gap**: 7.32 eV
**Energy above the lowest of the compared OMol25 structures with the same formula, charge and spin**: 5.4028 eV

Each line ends with the natural charge from an NBO analysis.
Atoms and positions in Å:
C  -0.1266  -2.1882  -1.6912  -0.253
O  0.5276  -1.6122  -0.5839  -0.524
C  0.5176  -0.2111  -0.6162  0.069
C  -0.8047  0.4419  -0.1474  -0.240
N  -0.2156  0.7437  1.1880  -0.424
C  -0.6350  2.0165  1.9194  -0.766
C  1.1608  0.3506  0.6534  -0.238
H  -0.0622  -3.2721  -1.5753  0.202
H  0.3546  -1.8994  -2.6382  0.169
H  -1.1869  -1.8981  -1.7370  0.166
H  0.9119  0.1570  -1.5757  0.179
H  -1.0343  1.3805  -0.6589  0.218
H  -1.6852  -0.2028  -0.1119  0.220
H  -0.7136  0.3186  1.9767  0.481
H  -0.6479  2.8361  1.1988  0.143
H  0.1791  2.1548  2.6472  0.153
H  1.7110  -0.3767  1.2533  0.228
H  1.7492  1.2609  0.4989  0.220

***

Entry 5:
A 3-piece molecular cluster, C3H6N2O overall at a distorted geometry, computed with the ωB97M-V functional and the def2-TZVPD basis.

## Properties
**E_LUMO**: -0.0339 Ha
**2S+1**: 1
**Kohn-Sham gap**: 9.76 eV
**Energy above the lowest of the compared OMol25 structures with the same formula, charge and spin**: 4.0536 eV
**SMILES**: N#CC=O.[H][H].C=N

Each line ends with the natural charge from an NBO analysis.
Atoms and positions in Å:
N  -0.2987  2.9471  -0.6454  -0.232
C  -0.7344  1.8796  -0.7183  0.152
C  -1.2961  0.5161  -0.8532  0.337
O  -2.1388  0.0979  -0.1052  -0.422
H  -0.8732  -0.0596  -1.6900  0.158
H  -0.5560  -1.0628  1.9264  0.009
H  -1.2769  -0.9872  1.7854  -0.013
C  1.5195  -0.3028  -0.0802  -0.068
N  1.3411  -1.1266  0.8425  -0.570
H  1.7892  0.7292  0.1721  0.172
H  1.4339  -0.5219  -1.1569  0.140
H  1.1194  -2.0508  0.4394  0.335

***

Entry 6:
C5H8N as an isolated structure at a distorted geometry, computed with the ωB97M-V functional and the def2-TZVPD basis.

## Properties
**Expectation value of S²**: 2.01
**E_LUMO (alpha / beta)**: -0.1499 / -0.2561 Ha
**2S+1**: 3
**Kohn-Sham gap (alpha / beta)**: 7.85 / 9.22 eV
**Energy above the lowest of the compared OMol25 structures with the same formula, charge and spin**: 5.2182 eV
**Net charge**: +1

Each line ends with the Löwdin spin population.
Atoms and positions in Å:
C  -0.2102  -1.0843  1.4011  0.164
C  0.9909  -0.9916  0.5969  1.275
C  0.7844  0.1957  1.3383  0.164
C  -0.5792  0.2453  1.0360  0.086
C  0.7029  -0.1895  -1.9306  0.140
N  -1.4763  1.0302  0.5293  0.072
H  -0.4935  -1.8702  1.9923  0.008
H  1.3892  0.8245  2.0082  0.009
H  0.5350  -0.7091  -0.9724  0.062
H  -0.0347  -0.5674  -2.7208  0.008
H  0.3212  0.7534  -1.8250  0.006
H  1.6678  -0.3063  -2.4173  0.001
H  -1.1860  1.9939  0.4481  0.002
H  -2.4117  0.6755  0.5159  0.002

***

Entry 7:
C4H9OP in the gas phase at a distorted geometry, computed with the ωB97M-V functional and the def2-TZVPD basis.

## Properties
**E_LUMO**: 0.0237 Ha
**2S+1**: 1
**Kohn-Sham gap**: 9.34 eV
**Energy above the lowest of the compared OMol25 structures with the same formula, charge and spin**: 3.1674 eV
**SMILES**: C/C=C/[PH2]1CO1

Each line ends with the natural charge from an NBO analysis.
Atoms and positions in Å:
C  -0.3900  2.5411  -1.0207  -0.665
C  0.2561  1.1585  -0.8173  -0.073
C  -0.3157  0.2116  -0.0163  -0.616
P  0.6564  -1.2378  0.2726  1.354
C  -0.4321  -2.2208  1.4756  -0.485
O  0.2254  -2.7601  0.2046  -0.808
H  -0.5887  2.9306  0.0079  0.225
H  -1.3833  2.4109  -1.4260  0.234
H  0.1875  3.2900  -1.5600  0.228
H  1.1299  0.8237  -1.3245  0.205
H  -1.1916  0.5399  0.5755  0.235
H  1.9157  -0.9640  1.0001  -0.040
H  1.4033  -1.3072  -1.0336  -0.154
H  -0.0302  -3.0356  2.2451  0.183
H  -1.4426  -2.3808  1.4173  0.176

***

Entry 8:
CaH2N5O16 as an isolated structure at a distorted geometry, computed with the ωB97M-V functional and the def2-TZVPD basis.

## Properties
**E_LUMO**: 0.2534 Ha
**2S+1**: 1
**Kohn-Sham gap**: 7.18 eV
**Energy above the lowest of the compared OMol25 structures with the same formula, charge and spin**: 0.0000 eV
**Net charge**: -3

Each line ends with the natural charge from an NBO analysis.
Atoms and positions in Å:
Ca  17.8471  -19.9255  -14.7116  1.839
N  16.8763  -23.4239  -14.4316  0.728
O  16.1649  -23.8577  -13.5165  -0.509
O  17.2927  -22.2309  -14.4118  -0.648
O  17.1886  -24.1340  -15.4083  -0.545
N  21.1008  -19.6871  -16.1052  0.718
O  21.7138  -20.8014  -16.1003  -0.566
O  21.7511  -18.6395  -16.1429  -0.492
O  19.8604  -19.6957  -15.8648  -0.632
N  14.7362  -20.3426  -13.5102  0.729
O  15.8734  -19.7882  -13.5044  -0.659
O  14.2365  -20.6699  -12.4203  -0.543
O  14.1845  -20.5998  -14.5916  -0.492
N  15.9724  -17.8954  -16.8441  0.719
O  16.0284  -16.8963  -17.6102  -0.568
O  17.0073  -18.3631  -16.3265  -0.615
O  14.8347  -18.3272  -16.5659  -0.505
N  18.2101  -16.5888  -13.0985  0.721
O  18.5726  -15.4940  -13.5897  -0.552
O  18.3586  -17.6367  -13.7476  -0.585
O  17.6411  -16.5505  -11.9789  -0.561
O  19.2950  -20.4768  -13.0387  -0.966
H  20.2506  -20.3628  -13.0296  0.493
H  19.0340  -20.4824  -12.1119  0.493